[1]
A single C22H18N6O molecule in a non-equilibrium geometry, computed with ωB97M-V/def2-TZVPD.

Positions of all 47 atoms, in Å:
N (2.139, -8.484, 4.067)
C (1.831, -7.643, 3.333)
C (1.475, -6.525, 2.531)
C (1.764, -5.237, 3.012)
C (1.313, -4.120, 2.296)
C (0.631, -4.325, 1.089)
C (0.192, -3.202, 0.311)
N (-0.766, -3.255, -0.565)
N (-0.897, -1.967, -1.079)
C (0.046, -1.123, -0.492)
C (0.719, -1.830, 0.404)
C (1.813, -0.994, 1.091)
C (1.561, 0.347, 0.427)
C (2.276, 1.541, 0.569)
C (1.956, 2.627, -0.267)
C (0.959, 2.532, -1.239)
O (0.585, 3.512, -2.113)
C (0.396, 4.815, -1.539)
C (-0.837, 4.849, -0.599)
C (-2.157, 4.575, -1.343)
N (-2.531, 3.155, -1.412)
C (-2.938, 2.417, -0.327)
C (-3.257, 1.183, -0.800)
N (-3.089, 1.133, -2.147)
C (-2.678, 2.325, -2.515)
C (0.299, 1.319, -1.387)
C (0.558, 0.230, -0.536)
C (0.376, -5.647, 0.689)
N (0.801, -6.711, 1.382)
H (2.304, -5.135, 3.961)
H (1.452, -3.142, 2.730)
H (-1.595, -1.707, -1.787)
H (1.654, -0.953, 2.156)
H (2.807, -1.410, 0.846)
H (3.057, 1.571, 1.315)
H (2.503, 3.552, -0.119)
H (1.344, 5.194, -1.077)
H (0.222, 5.548, -2.348)
H (-0.905, 5.822, -0.081)
H (-0.725, 4.079, 0.137)
H (-2.943, 5.070, -0.764)
H (-2.173, 5.071, -2.345)
H (-2.982, 2.701, 0.704)
H (-3.555, 0.331, -0.213)
H (-2.443, 2.670, -3.534)
H (-0.394, 1.098, -2.195)
H (-0.167, -5.858, -0.228)

Cartesian forces, eV/Å:
N -0.2907 0.7323 -0.7306
C 0.5416 -1.4190 0.9624
C -0.5984 1.8765 -0.9879
C -0.1121 -0.0016 0.0961
C 0.0954 -1.2551 0.1348
C 0.1829 -0.8499 0.7758
C 0.9029 2.6467 0.3892
N -1.0637 1.4576 -1.3833
N 0.8242 0.2442 0.3869
C -1.8330 -0.5713 -1.3471
C 1.1803 -2.2528 1.5704
C -0.7493 -0.7031 -0.9458
C 0.7719 0.1258 0.0747
C -1.0406 -0.5094 -0.7120
C 0.3690 0.1560 0.6943
C -0.1620 -1.1219 0.3087
O 0.0816 1.0799 0.0175
C 0.1741 0.7749 0.2600
C 0.5191 0.1956 -0.9816
C -0.2997 0.5292 -0.0415
N -0.2187 0.1207 -0.6431
C 0.0901 -0.5287 -0.0617
C 0.1596 0.0380 0.1625
N 0.0589 -0.0400 -0.9417
C 0.3100 0.6718 0.6733
C -0.4492 -1.5498 0.0970
C 0.1847 1.9997 -0.9307
C 0.7776 -0.4109 0.6798
N -0.2073 0.0501 0.0982
H -0.2945 0.0409 -0.4529
H 0.0815 0.1196 -0.2451
H 0.5458 -0.5795 0.6734
H 0.2054 0.0063 0.5246
H -0.2801 0.3145 0.3027
H 0.1338 0.3516 -0.0621
H -0.0668 -0.0259 -0.1330
H -0.7876 -0.5185 0.0658
H 0.0065 -0.7155 -0.0522
H 0.1323 -0.3690 -0.3019
H 0.1324 -0.3644 0.6941
H -0.0407 -0.0870 -0.1654
H 0.0648 -0.7734 0.5874
H 0.2095 0.6724 0.0545
H -0.1294 -0.0722 -0.0881
H -0.1474 -0.2854 0.7267
H -0.0501 0.6913 0.0711
H 0.0857 0.1088 0.1259

Results
LUMO, Ha: -0.0040
SMILES string: N#Cc1ccc(-c2n[nH]c3c2Cc2ccc(OCCCn4ccnc4)cc2-3)cn1
Energy relative to the best compared isomer or geometry (same formula, charge and spin), kJ/mol: 68.5
HOMO level, eV: -8.6386
Largest force on an atom, eV/Å: 2.99
HOMO-LUMO gap, eV: 8.5

Atom charges from the Löwdin analysis, given in e for atoms 1 to 8:
1. N 0.160
2. C -0.167
3. C -0.303
4. C 0.000
5. C 0.014
6. C -0.139
7. C -0.221
8. N 0.114


[2]
2 unconnected molecules or ions with the total composition C22H18N6O5 in a non-equilibrium geometry, computed with ωB97M-V/def2-TZVPD.

Positions of all 51 atoms, in Å:
O (-1.518, -3.547, 2.580)
N (-0.789, -2.552, 2.585)
O (-0.342, -2.040, 1.555)
C (-0.446, -1.954, 3.867)
C (-0.412, -2.771, 5.018)
C (-0.102, -2.262, 6.246)
N (-0.074, -3.125, 7.413)
O (0.191, -2.627, 8.511)
O (-0.318, -4.325, 7.262)
C (0.180, -0.876, 6.339)
N (0.503, -0.090, 7.361)
O (0.646, 1.139, 6.881)
N (0.435, 1.176, 5.576)
C (0.139, -0.069, 5.196)
C (-0.174, -0.616, 3.942)
H (-0.640, -3.822, 4.922)
H (-0.177, -0.002, 3.055)
C (1.721, 1.762, -4.235)
C (1.726, 2.939, -3.514)
C (2.415, 3.017, -2.320)
C (3.111, 1.922, -1.832)
C (3.891, 2.011, -0.562)
N (3.463, 1.027, 0.444)
C (4.357, -0.009, 0.944)
C (3.652, -0.398, 2.259)
N (2.501, 0.397, 2.387)
C (2.412, 1.212, 1.375)
C (1.330, 2.193, 1.193)
C (1.482, 3.512, 1.616)
C (0.473, 4.428, 1.424)
C (-0.706, 4.045, 0.814)
C (-0.870, 2.740, 0.391)
C (0.138, 1.820, 0.577)
C (3.090, 0.744, -2.559)
C (2.401, 0.662, -3.752)
H (1.191, 1.702, -5.173)
H (1.197, 3.800, -3.890)
H (2.417, 3.934, -1.756)
H (4.951, 1.847, -0.775)
H (3.809, 3.013, -0.133)
H (4.408, -0.825, 0.217)
H (5.360, 0.407, 1.093)
H (3.356, -1.455, 2.265)
H (4.298, -0.228, 3.131)
H (2.402, 3.802, 2.093)
H (0.601, 5.446, 1.755)
H (-1.497, 4.763, 0.669)
H (-1.790, 2.440, -0.083)
H (0.023, 0.804, 0.242)
H (3.619, -0.112, -2.178)
H (2.399, -0.259, -4.312)

Cartesian forces, eV/Å:
O 0.8741 1.0908 0.5093
N -0.4619 -0.8161 -1.9303
O -0.3891 -0.2205 1.4378
C 0.3563 1.3038 0.6156
C -0.0907 -0.6636 0.7604
C -0.1360 -0.1777 -0.6639
N 0.0634 -1.3099 1.7856
O -0.2939 -0.1637 -1.6551
O 0.1902 1.2872 -0.2985
C 0.4276 0.9569 1.4026
N -0.0939 -1.3070 1.1483
O -0.2612 -0.8749 -0.9415
N -0.2514 0.3747 -1.5546
C 0.2697 0.8048 0.7629
C -0.1013 -0.1785 -1.4470
H -0.0158 -0.0491 0.0623
H 0.0298 0.0533 -0.0975
C -0.1611 0.0717 -0.2160
C -0.1171 0.1585 -0.1499
C 0.1291 -0.0498 0.1697
C -0.1722 0.2178 -0.3064
C -0.2174 -0.2549 0.8870
N -0.8776 0.8652 0.0252
C -0.1522 0.2707 -0.2621
C 1.3670 -1.1914 0.1411
N -2.2566 2.2306 -0.7468
C 1.9281 -1.8701 0.6206
C -0.2213 0.3805 -0.2296
C 0.3309 -0.4741 -0.0560
C -0.1185 0.2370 0.0248
C -0.1090 0.1076 -0.0286
C -0.2555 0.0846 -0.0237
C 0.4839 -0.2709 0.0803
C 0.0072 -0.0683 0.0146
C 0.0882 -0.2606 0.0120
H -0.0735 -0.0026 -0.0958
H -0.0923 0.1390 -0.0196
H -0.0207 0.2608 0.1498
H -0.0394 -0.0946 0.1365
H 0.0011 0.0893 -0.1231
H 0.1570 -0.0372 0.1757
H 0.0060 -0.1536 0.0280
H 0.2091 0.0866 0.0069
H -0.0202 -0.1942 -0.1128
H 0.1987 0.1067 0.1498
H 0.0321 0.1505 0.0693
H -0.0989 0.0931 -0.0269
H -0.1318 -0.0687 -0.0912
H -0.0602 -0.2566 -0.0953
H 0.1343 -0.2670 0.0574
H 0.0073 -0.1461 -0.0613

Results
LUMO, Ha: -0.0732
SMILES string: O=[N+]([O-])c1cc([N+](=O)[O-])c2nonc2c1.c1ccc(CN2CCN=C2c2ccccc2)cc1
Energy relative to the best compared isomer or geometry (same formula, charge and spin), kJ/mol: 0.0
HOMO level, eV: -8.2928
Largest force on an atom, eV/Å: 3.26
HOMO-LUMO gap, eV: 6.3

Atom charges from the Löwdin analysis, given in e for atoms 1 to 8:
1. O 0.088
2. N -0.326
3. O 0.079
4. C -0.108
5. C 0.105
6. C -0.060
7. N -0.321
8. O 0.096


[3]
A molecular structure, C22H19AuN2O3 in a non-equilibrium geometry, computed with ωB97M-V/def2-TZVPD.

Positions of all 47 atoms, in Å:
Au (-0.869, 1.319, 0.231)
C (-5.135, 0.579, 0.295)
O (-5.212, 0.340, 1.687)
C (-4.165, -0.233, 2.352)
C (-4.502, -1.063, 3.399)
C (-3.517, -1.661, 4.178)
C (-2.199, -1.427, 3.892)
C (-1.789, -0.582, 2.836)
C (-0.369, -0.487, 2.660)
N (0.242, 0.174, 1.749)
N (1.531, 0.258, 1.507)
C (1.886, 0.996, 0.476)
O (1.095, 1.665, -0.275)
C (3.323, 1.038, 0.165)
C (4.267, 0.546, 1.061)
C (5.612, 0.588, 0.741)
C (6.018, 1.111, -0.479)
C (5.081, 1.609, -1.372)
C (3.737, 1.574, -1.053)
C (-2.795, 0.063, 2.051)
O (-2.613, 0.931, 1.098)
H (-6.171, 0.647, -0.044)
H (-4.637, -0.247, -0.220)
H (-4.608, 1.509, 0.065)
H (-5.547, -1.233, 3.600)
H (-3.806, -2.317, 4.983)
H (-1.439, -1.901, 4.492)
H (0.242, -1.058, 3.362)
H (3.920, 0.137, 1.997)
H (6.344, 0.225, 1.447)
H (7.067, 1.144, -0.734)
H (5.395, 2.037, -2.313)
H (2.991, 1.947, -1.739)
C (-0.748, -1.184, -0.922)
C (-0.263, -0.818, -2.177)
C (-1.068, -0.082, -3.083)
C (-0.595, 0.274, -4.320)
C (0.696, -0.071, -4.709)
C (1.510, -0.785, -3.835)
C (1.050, -1.153, -2.594)
H (-0.126, -1.758, -0.255)
H (-1.799, -1.146, -0.695)
H (-2.061, 0.212, -2.769)
H (-1.229, 0.831, -4.995)
H (1.060, 0.216, -5.684)
H (2.514, -1.048, -4.136)
H (1.680, -1.716, -1.920)

Cartesian forces, eV/Å:
Au -0.1011 -0.3377 -0.7790
C -0.0609 0.1527 -0.2925
O 0.0860 0.1326 0.2764
C 0.1660 -0.1769 0.0351
C 0.1059 0.1725 -0.2320
C -0.0248 -0.0088 0.0017
C 0.0369 0.0778 -0.1062
C -1.0142 -0.0057 0.0490
C 1.8689 -0.0478 -0.0538
N -2.0845 0.4727 0.1046
N 2.3956 -0.8848 0.9019
C -0.6384 -0.6128 0.9195
O -0.6432 0.4631 -0.8585
C 0.3616 0.0850 -0.2864
C -0.0819 0.0158 -0.0340
C 0.0033 0.0367 -0.0482
C 0.0688 0.0629 -0.0202
C 0.0385 0.0083 -0.0200
C -0.1043 -0.0894 0.1424
C -0.1367 -0.5176 0.5436
O -0.3057 0.5957 -0.6353
H 0.1020 -0.0493 -0.0042
H -0.0220 -0.0148 -0.0260
H -0.1038 -0.1763 0.0428
H -0.1508 0.0013 -0.0212
H 0.0545 -0.0604 0.1264
H 0.1812 -0.0589 0.0479
H 0.0355 -0.1895 0.1341
H 0.0165 -0.0166 0.0787
H 0.0581 -0.0631 0.0217
H 0.1163 -0.0019 0.0090
H 0.0625 -0.0213 -0.0618
H -0.0483 0.0758 -0.0292
C -0.3261 0.8098 0.4509
C 0.4444 0.2976 -1.2208
C 0.0066 -0.3239 0.1689
C -0.2018 0.0735 -0.0843
C 0.0555 -0.1511 0.3215
C 0.1689 0.0971 -0.3618
C -0.4519 -0.0118 0.5065
H 0.1698 0.1270 0.2956
H -0.2533 -0.0218 -0.0171
H -0.0462 0.0584 0.0145
H -0.0300 0.0494 -0.0296
H 0.0649 0.0241 -0.0612
H 0.0634 -0.0355 0.0112
H 0.0983 -0.0120 0.0796

Results
LUMO (spin up / spin down), Ha: -0.0981 / -0.0978
HOMO level (spin up / spin down), eV: -6.8923 / -6.9028
Largest force on an atom, eV/Å: 2.71
HOMO-LUMO gap (spin up / spin down), eV: 4.2 / 4.2

Atom charges from the Löwdin analysis, given in e for atoms 1 to 8:
1. Au 1.020
2. C -0.087
3. O -0.080
4. C -0.215
5. C -0.008
6. C -0.098
7. C -0.070
8. C -0.142


[4]
A molecular structure, C22H19B2F4N8ORu in a non-equilibrium geometry, computed with ωB97M-V/def2-TZVPD.

Positions of all 57 atoms, in Å:
Ru (-0.354, 0.039, 0.232)
B (-2.302, -1.560, 3.082)
N (-2.792, -0.470, 2.092)
C (-3.995, 0.091, 2.230)
C (-4.256, 0.890, 1.127)
C (-3.124, 0.764, 0.340)
N (-2.257, -0.060, 0.943)
N (-0.804, -1.922, 2.930)
C (-0.189, -2.814, 3.715)
C (1.146, -2.876, 3.352)
C (1.255, -1.964, 2.310)
N (0.069, -1.408, 2.076)
H (-2.946, -2.553, 2.870)
H (-2.465, -1.140, 4.190)
H (-4.597, -0.105, 3.093)
H (-5.126, 1.478, 0.926)
H (-2.897, 1.214, -0.614)
H (-0.727, -3.348, 4.473)
H (1.918, -3.493, 3.767)
H (2.116, -1.685, 1.734)
F (-0.859, 1.840, 2.395)
C (-0.094, 1.817, 1.255)
F (-0.601, 2.819, 0.471)
H (0.919, 2.142, 1.574)
O (-1.714, 2.142, -2.409)
N (-2.052, 3.440, -2.913)
C (-3.387, 3.639, -2.848)
C (-4.296, 2.602, -2.669)
N (-5.004, 1.695, -2.532)
C (-3.942, 4.899, -3.026)
N (-4.490, 5.912, -3.154)
C (4.826, 2.136, 0.398)
C (3.680, 2.743, -0.094)
C (2.580, 1.985, -0.443)
C (2.607, 0.589, -0.302)
C (3.792, -0.015, 0.145)
C (4.879, 0.757, 0.501)
N (1.462, -0.139, -0.545)
C (1.516, -1.342, -1.195)
C (2.579, -1.736, -2.026)
C (2.546, -2.956, -2.667)
C (1.462, -3.808, -2.521)
C (0.388, -3.423, -1.729)
C (0.408, -2.212, -1.078)
H (5.679, 2.728, 0.700)
H (3.641, 3.817, -0.195)
H (1.688, 2.451, -0.841)
H (3.846, -1.090, 0.242)
H (5.769, 0.276, 0.882)
H (3.406, -1.059, -2.187)
H (3.372, -3.246, -3.300)
H (1.435, -4.757, -3.034)
H (-0.461, -4.083, -1.626)
H (-0.460, -1.921, -0.462)
F (-0.977, 0.026, -2.314)
B (-1.144, 1.165, -3.040)
F (-0.672, 1.093, -4.281)

Cartesian forces, eV/Å:
Ru 0.7907 -0.6840 3.2199
B 0.0182 -0.0257 -0.1825
N 0.0160 0.2591 -0.0477
C -0.3178 0.4061 -0.2240
C -0.1089 -0.0882 0.2335
C -0.2774 -0.4129 0.3723
N -0.7024 0.6431 -0.8376
N -0.1101 -0.0385 0.1156
C 0.3211 -0.1190 -0.0177
C -0.1514 -0.0480 0.0695
C -0.0652 0.0190 0.0282
N 0.2985 1.6225 -1.7279
H -0.1351 -0.3038 0.0316
H -0.1548 0.0758 0.3055
H -0.0908 -0.1348 0.2062
H -0.2389 0.1032 0.0031
H 0.0759 -0.0703 0.2106
H -0.1571 -0.0192 0.1030
H 0.0891 -0.0869 0.1023
H 0.0563 0.0927 -0.1578
F -0.1764 0.1613 0.5713
C 0.2685 -1.8747 -0.3282
F -0.2461 0.9805 -0.6479
H -0.3238 -0.2594 -0.2418
O -2.3194 3.2175 0.7898
N -1.4418 -0.1794 0.4122
C 3.6749 -1.4548 -0.0292
C -1.4425 -2.2694 0.6240
N 0.5222 0.8397 -0.1689
C -0.7209 2.5853 -0.5049
N 0.5348 -0.8762 0.0924
C 0.2404 0.1640 0.0294
C 0.0616 0.0768 0.0894
C 0.0467 -0.2484 -0.0633
C 0.2519 0.1657 -0.0478
C -0.0915 0.1010 0.0687
C 0.0390 -0.0096 0.0310
N 0.3554 -0.0606 -0.5956
C 0.3707 -0.1838 -0.1449
C -0.0785 -0.0128 -0.0339
C -0.0350 -0.0805 -0.0504
C -0.0159 -0.2215 -0.1127
C -0.0118 -0.0330 -0.0768
C -0.0024 0.4065 0.1093
H 0.0250 0.0867 -0.0255
H -0.0104 0.1134 -0.0223
H -0.0440 -0.0084 0.0983
H -0.0705 -0.0461 -0.0064
H 0.0946 -0.0338 0.0204
H 0.0360 -0.0185 0.0399
H 0.0745 -0.0141 -0.0774
H 0.0494 -0.1203 -0.0389
H -0.1210 -0.0055 0.0385
H 0.1373 -0.4745 -0.1662
F -0.2749 0.9745 -0.4353
B 1.8763 -3.1376 -1.1597
F -0.3883 0.5596 0.1574

Results
LUMO (spin up / spin down), Ha: -0.0250 / 0.0197
Total charge: -1
Energy relative to the best compared isomer or geometry (same formula, charge and spin), kJ/mol: 383.1
HOMO level (spin up / spin down), eV: -3.1380 / -4.1229
Largest force on an atom, eV/Å: 4.04
HOMO-LUMO gap (spin up / spin down), eV: 2.5 / 4.7

Atom charges from the Löwdin analysis, given in e for atoms 1 to 8:
1. Ru 1.064
2. B -0.421
3. N -0.063
4. C -0.104
5. C -0.063
6. C -0.158
7. N -0.121
8. N -0.074


no.,DFT total energy (eV)
1,-34092.78536
2,-42275.24672
3,-35932.38240
4,-51896.97278